Entry 1:
C4H9NO | ωB97M-V/def2-TZVPD

The geometry in XYZ format:
```
15
C4H9NO ωB97M-V/def2-TZVPD
C -1.78 0.55 0.31
C -1.23 -0.43 -0.73
N 0.16 -0.12 -1.06
C 1.09 -0.62 -0.14
C 2.14 0.19 0.61
O 0.92 -1.74 0.30
H -2.79 0.27 0.64
H -1.82 1.57 -0.07
H -1.13 0.55 1.20
H -1.23 -1.44 -0.32
H -1.86 -0.44 -1.63
H 0.33 0.65 -1.70
H 2.12 1.27 0.47
H 3.15 -0.22 0.46
H 1.91 -0.03 1.67
```

Results
- E_LUMO: 0.9815 eV
- SMILES: CCNC(C)=O

Atom charges from the Löwdin analysis, given in e for atoms 1 to 6:
1 C -0.0890
2 C -0.2501
3 N 0.0314
4 C -0.5144
5 C -0.0082
6 O 0.0375

---

Entry 2:
C4H9NO | ωB97M-V/def2-TZVPD

The geometry in XYZ format:
```
15
C4H9NO ωB97M-V/def2-TZVPD
C -0.02 -0.63 0.49
C 2.32 0.48 -0.09
C -1.03 0.09 -0.22
N -1.83 -1.20 0.12
C -1.49 1.27 -0.53
O 1.08 0.75 0.46
H -2.67 -1.07 0.67
H -1.64 -2.17 -0.11
H 0.53 -1.38 -0.10
H -0.05 -0.75 1.57
H 2.38 0.70 -1.17
H 2.58 -0.60 -0.02
H 3.15 1.02 0.38
H -0.79 2.08 -0.61
H -2.52 1.40 -0.84
```

Results
- E_LUMO: 0.8493 eV

Atom charges from the Löwdin analysis, given in e for atoms 1 to 6:
1 C -0.0721
2 C -0.2358
3 C -0.3025
4 N 0.0354
5 C 0.0858
6 O -0.2766

---

Entry 3:
C4H9NO | ωB97M-V/def2-TZVPD

The geometry in XYZ format:
```
15
C4H9NO ωB97M-V/def2-TZVPD
C 2.62 0.42 -0.36
C 1.51 0.35 0.37
C 0.15 0.65 -0.10
C -0.74 1.26 0.68
N -0.15 0.25 -1.41
H 3.52 0.14 0.17
H 2.70 0.67 -1.41
H 1.56 0.03 1.40
H -0.37 1.58 1.65
H -1.79 1.50 0.61
H -1.11 0.03 -1.57
H 0.51 -0.35 -1.89
O -2.77 -1.80 0.53
H -2.57 -2.56 -0.02
H -3.08 -2.17 1.36
```

Results
- E_LUMO: 0.7754 eV
- SMILES: C=CC(=C)N.O

Atom charges from the Löwdin analysis, given in e for atoms 1 to 6:
1 C 0.0123
2 C -0.1494
3 C -0.4478
4 C 0.0203
5 N 0.0900
6 H 0.0514

---

Entry 4:
C4H9NO | ωB97M-V/def2-TZVPD

The geometry in XYZ format:
```
15
C4H9NO ωB97M-V/def2-TZVPD
C 0.57 2.72 -0.37
C 0.49 1.40 -0.39
N 0.44 0.21 -0.37
C 1.39 -0.58 -1.13
H 1.46 3.26 -0.11
H -0.25 3.26 -0.78
H 1.86 0.02 -1.91
H 2.10 -0.93 -0.37
H 0.86 -1.42 -1.57
C -1.80 -1.56 1.11
O -0.62 -0.97 1.72
H -2.62 -0.87 0.84
H -2.32 -2.29 1.79
H -1.56 -2.14 0.21
H -0.10 -0.18 1.42
```

Results
- E_LUMO: 0.8070 eV
- SMILES: C=C=NC.CO

Atom charges from the Löwdin analysis, given in e for atoms 1 to 6:
1 C 0.0174
2 C -0.2009
3 N -0.0081
4 C -0.0686
5 H 0.0493
6 H 0.0398

---

Entry 5:
C4H9NO | ωB97M-V/def2-TZVPD

The geometry in XYZ format:
```
15
C4H9NO ωB97M-V/def2-TZVPD
C 1.38 1.26 -0.73
C 0.79 0.25 0.24
O 0.65 0.88 1.49
C -0.57 -0.26 -0.26
C -1.05 -1.63 0.01
N -1.54 -0.50 0.79
H 2.35 1.62 -0.38
H 1.51 0.81 -1.72
H 0.70 2.11 -0.82
H 1.48 -0.60 0.33
H -0.15 0.49 1.89
H -0.93 0.21 -1.18
H -0.42 -2.32 0.56
H -1.72 -2.09 -0.71
H -2.48 -0.23 0.50
```

Results
- E_LUMO: 1.0365 eV
- SMILES: C[C@@H](O)[C@H]1CN1

Atom charges from the Löwdin analysis, given in e for atoms 1 to 6:
1 C -0.0568
2 C -0.4269
3 O -0.0430
4 C -0.2701
5 C -0.1273
6 N 0.0097

---

Entry 6:
C4H9NO | ωB97M-V/def2-TZVPD

The geometry in XYZ format:
```
15
C4H9NO ωB97M-V/def2-TZVPD
C 0.13 -1.33 2.03
C -0.80 -0.85 0.90
N -0.08 -0.11 -0.13
C -0.43 1.08 -0.32
O 0.07 1.88 -1.27
C 1.01 1.29 -2.16
H 1.15 -0.97 1.85
H -0.19 -0.95 3.00
H 0.17 -2.42 2.09
H -1.62 -0.26 1.32
H -1.26 -1.72 0.41
H -1.20 1.62 0.25
H 1.05 1.93 -3.04
H 0.70 0.28 -2.43
H 2.00 1.24 -1.70
```

Results
- E_LUMO: 1.1322 eV
- SMILES: CC/N=C/OC

Atom charges from the Löwdin analysis, given in e for atoms 1 to 6:
1 C -0.0943
2 C -0.2912
3 N 0.0381
4 C -0.2661
5 O -0.0995
6 C -0.0817

---

Entry 7:
C4H9NO | ωB97M-V/def2-TZVPD

The geometry in XYZ format:
```
15
C4H9NO ωB97M-V/def2-TZVPD
C 1.31 -0.83 -0.80
C -0.16 -0.97 -0.50
N -0.57 -0.88 0.91
C -0.98 0.18 -0.02
C -0.36 1.55 0.27
O 0.33 1.57 1.50
H 1.45 -0.52 -1.84
H 1.77 -0.09 -0.14
H 1.82 -1.79 -0.66
H -0.69 -1.70 -1.10
H -1.33 -1.51 1.13
H -2.02 0.19 -0.33
H -1.16 2.31 0.28
H 0.33 1.82 -0.54
H 0.24 0.67 1.85
```

Results
- E_LUMO: 0.9667 eV
- SMILES: C[C@H]1N[C@H]1CO

Atom charges from the Löwdin analysis, given in e for atoms 1 to 6:
1 C -0.0540
2 C -0.3241
3 N 0.0397
4 C -0.2470
5 C -0.2388
6 O -0.0770

---

Entry 8:
C4H9NO | ωB97M-V/def2-TZVPD

The geometry in XYZ format:
```
15
C4H9NO ωB97M-V/def2-TZVPD
C -1.84 0.75 -0.75
C -1.01 0.25 0.41
N 0.43 0.17 0.31
C 1.28 0.93 1.26
C 1.02 -0.76 -0.49
O 0.35 -1.70 -0.92
H -2.07 -0.05 -1.47
H -1.33 1.47 -1.40
H -2.78 1.18 -0.39
H -1.40 -0.72 0.74
H -1.17 0.90 1.28
H 2.29 0.91 0.88
H 1.17 0.51 2.26
H 0.73 1.87 1.38
H 1.98 -0.49 -0.96
```

Results
- E_LUMO: 0.8887 eV
- SMILES: CCN(C)C=O

Atom charges from the Löwdin analysis, given in e for atoms 1 to 6:
1 C -0.0792
2 C -0.2406
3 N -0.1708
4 C -0.0324
5 C -0.3244
6 O 0.0101

---

Entry 9:
C4H9NO | ωB97M-V/def2-TZVPD

The geometry in XYZ format:
```
15
C4H9NO ωB97M-V/def2-TZVPD
C 0.42 -0.09 -1.78
N 0.03 0.80 -0.68
C -0.69 0.04 0.28
C -0.81 0.44 1.70
C 0.20 -0.85 1.02
O 1.55 -0.54 0.99
H 1.33 -0.70 -1.58
H -0.34 -0.84 -2.09
H 0.65 0.55 -2.61
H -0.57 1.59 -0.94
H -1.59 -0.47 -0.07
H -0.11 1.16 2.13
H -1.83 0.59 2.11
H 0.10 -1.94 0.99
H 1.63 0.34 0.56
```

Results
- E_LUMO: 1.0255 eV
- SMILES: CN[C@@H]1C[C@@H]1O

Atom charges from the Löwdin analysis, given in e for atoms 1 to 6:
1 C -0.1101
2 N -0.0885
3 C -0.4625
4 C 0.0118
5 C -0.2326
6 O -0.0343

---

Entry 10:
C4H9NO | ωB97M-V/def2-TZVPD

The geometry in XYZ format:
```
15
C4H9NO ωB97M-V/def2-TZVPD
C 1.52 -0.54 -0.39
C 1.25 0.98 0.48
C -0.13 0.55 0.87
O -0.43 0.14 1.98
N -0.85 0.34 -0.26
C -1.95 -0.56 -0.27
H 0.90 -0.91 -1.29
H 2.52 -0.42 -0.77
H 1.39 -1.38 0.31
H 1.82 1.36 1.40
H 1.32 1.80 -0.25
H -0.69 0.97 -1.03
H -1.81 -1.42 -0.95
H -2.03 -0.92 0.75
H -2.84 -0.01 -0.56
```

Results
- E_LUMO: 0.8981 eV
- SMILES: CCC(=O)NC

Atom charges from the Löwdin analysis, given in e for atoms 1 to 6:
1 C -0.0368
2 C -0.0560
3 C -0.5964
4 O 0.0466
5 N -0.0691
6 C -0.0806

---

Entry 11:
C4H9NO | ωB97M-V/def2-TZVPD

The geometry in XYZ format:
```
15
C4H9NO ωB97M-V/def2-TZVPD
C -1.66 -0.43 0.87
C -0.56 -0.67 -0.17
C 0.74 0.10 0.07
N 0.52 1.52 0.10
C 1.71 -0.27 -1.03
O 2.68 -0.96 -0.87
H -1.79 -1.26 1.56
H -1.45 0.49 1.43
H -2.63 -0.27 0.40
H -0.29 -1.74 -0.19
H -0.97 -0.45 -1.16
H 1.16 -0.23 1.02
H -0.14 1.99 -0.49
H 1.25 2.08 0.49
H 1.44 0.10 -2.04
```

Results
- E_LUMO: 0.9969 eV
- SMILES: CC[C@H](N)C=O

Atom charges from the Löwdin analysis, given in e for atoms 1 to 6:
1 C -0.0998
2 C -0.2179
3 C -0.4008
4 N 0.0476
5 C -0.2456
6 O 0.0567

---

Entry 12:
C4H9NO | ωB97M-V/def2-TZVPD

The geometry in XYZ format:
```
15
C4H9NO ωB97M-V/def2-TZVPD
C -2.72 -0.12 -0.12
C -1.28 -0.51 0.12
O -0.61 0.66 0.60
C 0.71 0.72 0.40
N 1.40 -0.20 -0.12
C 2.81 0.07 -0.29
H -3.18 0.26 0.79
H -2.77 0.66 -0.89
H -3.31 -0.98 -0.48
H -1.19 -1.30 0.88
H -0.79 -0.87 -0.78
H 1.10 1.69 0.74
H 3.14 -0.28 -1.28
H 3.39 -0.49 0.46
H 3.07 1.14 -0.21
```

Results
- E_LUMO: 1.1467 eV
- SMILES: CCO/C=N/C

Atom charges from the Löwdin analysis, given in e for atoms 1 to 6:
1 C -0.0773
2 C -0.2529
3 O -0.0698
4 C -0.2709
5 N -0.0040
6 C -0.1457

---

Entry 13:
C4H9NO | ωB97M-V/def2-TZVPD

The geometry in XYZ format:
```
15
C4H9NO ωB97M-V/def2-TZVPD
C -1.29 -0.49 2.29
N -0.59 -1.12 1.45
C 0.66 -0.48 1.08
O 0.93 -0.57 -0.28
C -0.07 0.02 -1.10
C 0.61 0.77 -2.23
H -1.02 0.49 2.70
H -2.23 -0.92 2.64
H 1.47 -1.03 1.58
H 0.69 0.57 1.41
H -0.70 0.71 -0.52
H -0.72 -0.78 -1.48
H 1.15 1.64 -1.85
H 1.33 0.12 -2.73
H -0.13 1.11 -2.97
```

Results
- E_LUMO: 1.1085 eV
- SMILES: C=NCOCC

Atom charges from the Löwdin analysis, given in e for atoms 1 to 6:
1 C -0.0530
2 N 0.0065
3 C -0.3038
4 O -0.1379
5 C -0.2870
6 C -0.0780

---

Entry 14:
C4H9NO | ωB97M-V/def2-TZVPD

The geometry in XYZ format:
```
15
C4H9NO ωB97M-V/def2-TZVPD
C -1.83 0.54 1.12
C -0.75 1.30 1.16
O 0.48 0.66 1.14
N 0.30 -0.27 -0.07
C 0.68 0.47 -1.25
C 0.92 -1.58 -0.08
H -1.70 -0.52 1.33
H -2.78 0.88 0.75
H -0.76 2.38 0.98
H 0.23 -0.01 -2.12
H 1.77 0.51 -1.40
H 0.28 1.49 -1.18
H 2.01 -1.58 -0.19
H 0.63 -2.18 0.78
H 0.52 -2.10 -0.97
```

Results
- E_LUMO: 1.0352 eV
- SMILES: C=CON(C)C

Atom charges from the Löwdin analysis, given in e for atoms 1 to 6:
1 C 0.0303
2 C -0.2545
3 O -0.0940
4 N -0.2479
5 C -0.0958
6 C -0.0838

---

Entry 15:
C4H9NO | ωB97M-V/def2-TZVPD

The geometry in XYZ format:
```
15
C4H9NO ωB97M-V/def2-TZVPD
O -1.90 -1.06 -0.16
C -1.22 -0.43 0.90
C -0.49 0.85 0.49
N 0.47 0.76 -0.62
C 1.83 0.35 -0.33
C 0.91 -0.54 -1.10
H -2.15 -0.38 -0.81
H -0.51 -1.17 1.30
H -1.91 -0.17 1.72
H -1.26 1.58 0.18
H 0.00 1.28 1.37
H 2.60 0.91 -0.85
H 2.07 0.07 0.69
H 0.54 -1.44 -0.60
H 1.02 -0.62 -2.18
```

Results
- E_LUMO: 1.0619 eV
- SMILES: OCCN1CC1

Atom charges from the Löwdin analysis, given in e for atoms 1 to 6:
1 O -0.0739
2 C -0.2698
3 C -0.1938
4 N -0.1146
5 C -0.1538
6 C -0.1504

---

Entry 16:
C4H9NO | ωB97M-V/def2-TZVPD

The geometry in XYZ format:
```
15
C4H9NO ωB97M-V/def2-TZVPD
C 1.78 0.91 -0.61
N 0.46 0.27 -0.60
C -0.32 0.92 0.45
C -0.04 -0.53 0.53
C -1.26 -1.41 0.31
O -2.14 -0.88 -0.65
H 1.58 1.98 -0.79
H 2.32 0.86 0.35
H 2.41 0.56 -1.42
H 0.24 1.56 1.12
H -1.29 1.26 0.12
H 0.66 -0.89 1.29
H -1.81 -1.39 1.26
H -1.01 -2.46 0.10
H -1.60 -0.71 -1.44
```

Results
- E_LUMO: 1.1473 eV
- SMILES: CN1C[C@H]1CO

Atom charges from the Löwdin analysis, given in e for atoms 1 to 6:
1 C -0.1072
2 N -0.1181
3 C -0.1465
4 C -0.2507
5 C -0.2325
6 O -0.0718